Entry from the OMol25 dataset: a cluster of 2 separate species, C3H9O in total in a non-equilibrium geometry (ωB97M-V with the def2-TZVPD basis set).

Structure (XYZ):
```
13
Properties=species:S:1:pos:R:3:forces:R:3
O 1.022 -1.480 2.739 -0.01 0.01 -0.02
H 1.586 -1.765 3.480 0.00 0.00 0.00
C 0.044 0.958 -2.124 0.63 -0.33 0.30
C 0.052 0.706 -0.595 0.14 0.21 -1.07
C -1.181 -0.073 -0.176 0.10 0.15 1.18
H -0.964 1.020 -2.517 -0.25 0.14 0.05
H 0.576 1.872 -2.386 -0.01 0.05 -0.02
H 0.539 0.147 -2.656 -0.01 -0.13 -0.08
H 0.933 0.151 -0.267 0.09 -0.08 -0.31
H 0.191 1.689 -0.143 -0.60 -0.10 0.48
H -1.069 -0.355 0.878 -0.20 -0.01 -0.08
H -1.301 -1.008 -0.720 0.10 0.06 -0.26
H -2.104 0.503 -0.255 0.01 0.04 -0.18
```
Forces are in eV/Å.

Results
Maximum force = 1.2 eV/Å
Total charge = 0
Spin multiplicity = 2
Total energy = -5301.696 eV
Gap between HOMO and LUMO (spin up / spin down) = 12.01 / 8.94 eV
LUMO level (spin up / spin down) = 0.92 / -2.14 eV
Expectation value of S² = 0.75
HOMO (spin up / spin down) = -11.090 / -11.089 eV

Löwdin atomic charge list, values in e, 8 entries: O 0.00; H 0.01; C -0.12; C -0.31; C -0.14; H 0.06; H 0.06; H 0.06

---

Entry from the OMol25 dataset: a structure of composition C35H28BrF5N7O8RuS in a non-equilibrium geometry (ωB97M-V with the def2-TZVPD basis set).

Structure (XYZ):
```
86
Properties=species:S:1:pos:R:3:forces:R:3
Ru -0.241 0.731 0.406 0.05 0.32 0.96
N -0.937 0.044 2.769 0.02 0.04 -0.28
N -1.347 1.086 3.597 0.02 0.20 0.08
C -1.431 2.370 3.160 -0.34 -0.37 0.32
N -1.991 3.235 4.005 -0.07 -0.30 0.40
N -0.979 2.617 1.944 0.60 -0.25 -0.38
N -1.079 3.918 1.482 -0.42 -0.12 -0.04
O -0.891 4.077 0.306 0.12 0.09 0.19
O -1.366 4.827 2.264 0.28 0.43 -0.48
H -1.700 -0.607 2.615 -0.03 0.04 -0.03
H -0.162 -0.477 3.161 0.24 -0.07 -0.06
H -1.793 0.853 4.469 -0.02 0.02 0.04
H -2.357 2.922 4.885 -0.01 -0.06 0.01
H -1.987 4.210 3.747 -0.02 -0.02 0.00
F -3.515 -0.757 -5.686 -0.03 0.00 -0.05
C -2.838 -0.825 -4.543 0.02 -0.02 0.07
C -1.963 0.187 -4.190 -0.02 0.03 0.06
F -1.783 1.227 -5.004 0.01 0.00 -0.02
C -1.263 0.104 -3.001 0.00 -0.03 0.00
F -0.387 1.081 -2.730 -0.02 -0.06 -0.07
C -1.403 -0.965 -2.133 -0.19 -0.01 -0.01
S -0.478 -1.190 -0.658 0.40 -0.23 0.01
C -2.284 -1.971 -2.518 0.00 0.10 0.00
F -2.462 -3.035 -1.730 0.00 -0.03 0.03
C -2.997 -1.912 -3.700 0.02 0.06 -0.03
F -3.837 -2.892 -4.032 -0.03 -0.03 -0.01
Br 4.567 5.255 -0.799 -0.01 0.01 0.02
C 3.179 4.044 -0.418 0.07 -0.05 -0.02
C 2.174 3.830 -1.342 0.02 -0.02 -0.04
C 1.191 2.912 -1.035 -0.21 0.12 0.03
N 1.183 2.230 0.115 0.08 -0.39 -0.45
C 2.151 2.451 1.008 -0.03 0.03 0.06
C 3.169 3.357 0.784 -0.04 0.01 0.01
H 2.146 4.358 -2.283 -0.01 0.01 0.01
H 0.352 2.748 -1.695 0.10 -0.02 0.03
H 2.096 1.892 1.928 0.04 -0.09 -0.04
H 3.932 3.512 1.532 0.00 0.00 0.00
O -3.662 2.725 -0.712 -0.04 -0.05 -0.09
C -3.199 1.724 -0.202 0.16 0.22 0.30
O -1.950 1.383 -0.330 -0.29 -0.03 -0.57
C -4.093 0.833 0.634 0.00 0.05 -0.02
C -5.388 1.274 0.878 0.05 0.04 0.07
C -6.290 0.531 1.643 -0.01 -0.02 0.02
C -5.837 -0.664 2.144 0.02 0.00 -0.02
O -6.504 -1.572 2.920 0.02 0.02 0.04
C -5.630 -2.694 3.049 -0.04 -0.02 -0.01
O -4.361 -2.325 2.516 0.06 0.01 0.04
C -4.552 -1.114 1.898 -0.03 0.01 -0.03
C -3.658 -0.399 1.146 -0.10 -0.07 -0.12
H -5.681 2.223 0.452 0.00 -0.01 -0.01
H -7.297 0.875 1.830 0.00 0.00 0.00
H -6.035 -3.536 2.480 0.00 0.01 -0.01
H -5.521 -2.946 4.104 -0.01 -0.01 -0.01
H -2.690 -0.805 0.893 0.03 -0.01 -0.08
C 1.475 -0.935 -4.666 0.00 0.01 0.00
C 1.886 -1.604 -3.379 0.04 -0.03 -0.02
C 1.385 -2.866 -3.078 0.01 -0.03 -0.02
C 1.750 -3.510 -1.907 -0.01 0.02 0.01
C 2.619 -2.903 -1.019 -0.03 0.00 -0.01
C 3.120 -1.634 -1.301 0.06 -0.10 -0.04
N 4.036 -1.005 -0.438 -0.12 0.20 0.03
C 4.278 -1.417 0.872 0.05 -0.19 -0.03
C 5.600 -1.615 1.281 -0.05 0.00 -0.06
C 5.894 -2.115 2.536 -0.01 -0.03 0.05
C 4.867 -2.476 3.398 0.04 0.01 -0.01
C 3.557 -2.260 3.007 -0.05 0.14 -0.02
C 3.241 -1.683 1.778 -0.01 0.13 0.11
C 1.793 -1.272 1.584 0.32 -0.15 -0.02
O 1.634 -0.205 0.887 -0.41 0.36 0.23
O 0.912 -1.910 2.158 -0.22 0.07 0.06
C 2.761 -0.978 -2.486 -0.05 0.00 0.03
C 3.345 0.378 -2.757 -0.02 0.07 -0.06
H 0.898 -1.622 -5.284 -0.01 0.00 0.01
H 2.339 -0.607 -5.247 0.00 -0.01 -0.01
H 0.854 -0.055 -4.479 0.12 0.00 -0.05
H 0.708 -3.349 -3.774 0.00 0.01 0.01
H 1.354 -4.491 -1.680 0.00 0.00 0.00
H 2.909 -3.409 -0.108 0.00 -0.02 -0.04
H 4.806 -0.539 -0.888 0.03 -0.05 -0.03
H 6.399 -1.406 0.578 0.00 -0.01 0.00
H 6.928 -2.261 2.824 -0.01 0.00 0.00
H 5.085 -2.912 4.364 0.00 0.01 0.00
H 2.733 -2.502 3.664 0.00 -0.02 0.02
H 3.328 0.978 -1.846 -0.01 0.07 0.04
H 2.798 0.912 -3.532 -0.01 0.01 0.02
H 4.389 0.314 -3.086 -0.01 0.00 0.00
```
Forces are in eV/Å.

Results
Maximum force = 1.0 eV/Å
Total charge = 0
Spin multiplicity = 2
Total energy = -160603.770 eV
Gap between HOMO and LUMO (spin up / spin down) = 6.43 / 6.85 eV
LUMO level (spin up / spin down) = -1.07 / -0.65 eV
Expectation value of S² = 0.76
HOMO (spin up / spin down) = -7.506 / -7.506 eV

Löwdin atomic charge list, values in e, 8 entries: Ru 1.18; N 0.04; N 0.01; C -0.38; N 0.20; N 0.12; N -0.38; O 0.09

---

Entry from the OMol25 dataset: a cluster of 3 separate species, C3H13N3O2 in total in a non-equilibrium geometry (ωB97M-V with the def2-TZVPD basis set).

Structure (XYZ):
```
21
Properties=species:S:1:pos:R:3:forces:R:3
C 1.265 0.662 -1.224 1.55 -3.80 1.86
C 0.885 0.201 0.272 -0.35 -1.60 -3.11
N -0.110 -0.901 0.302 -1.28 -0.58 -0.83
C -0.511 -1.402 1.597 0.35 0.26 1.26
N 0.499 -2.202 2.271 -3.33 2.17 -0.49
N -1.621 -1.039 2.148 1.45 0.65 -3.05
H 0.433 1.190 -1.557 -1.05 1.02 -1.26
H 2.227 1.173 -1.258 -0.42 0.63 0.29
H 1.531 -0.294 -1.841 -1.12 1.58 0.93
H 0.636 0.989 0.886 -1.18 2.21 1.04
H 1.697 -0.208 0.751 2.41 -0.91 0.82
H -0.876 -0.847 -0.436 1.20 0.14 1.96
H 1.295 -2.587 1.866 1.17 -0.40 -0.87
H 0.363 -2.214 3.259 0.28 -0.30 0.29
H -1.998 -1.336 3.006 0.33 -1.08 1.14
H -0.760 6.652 -0.050 -0.08 -0.17 0.10
H -2.281 6.258 -0.032 1.17 0.92 -0.44
O -1.624 6.917 -0.378 -1.09 -0.76 0.34
H 0.139 -3.435 -3.709 0.53 0.48 -0.81
H -0.479 -4.142 -2.591 -1.07 1.50 -1.14
O -0.710 -3.435 -3.282 0.53 -1.95 1.96
```
Forces are in eV/Å.

Results
Maximum force = 4.5 eV/Å
Total charge = 0
Spin multiplicity = 1
Total energy = -11885.740 eV
Gap between HOMO and LUMO = 9.57 eV
LUMO level = 0.68 eV
HOMO = -8.890 eV
SMILES = [H]/N=C(\N)NCC.O.O

Löwdin atomic charge list, values in e, 8 entries: C -0.06; C -0.24; N -0.03; C -0.49; N 0.11; N 0.11; H 0.03; H 0.06

---

Entry from the OMol25 dataset: a cluster of 21 separate species, H42O21 in total in a non-equilibrium geometry (ωB97M-V with the def2-TZVPD basis set).

Structure (XYZ):
```
63
Properties=species:S:1:pos:R:3:forces:R:3
O -0.696 0.924 4.004 -0.31 -0.50 -0.10
H 0.168 0.720 3.633 0.96 0.30 0.25
H -1.190 0.191 3.630 -0.57 -0.33 0.03
O 3.115 -2.863 -2.299 1.03 0.45 -1.25
H 2.675 -3.700 -2.410 -0.46 -0.28 0.57
H 2.780 -2.358 -1.573 -0.20 -0.30 0.94
O 5.073 -0.793 -1.105 -0.72 1.26 0.12
H 4.636 0.046 -0.876 0.47 0.26 -0.96
H 4.790 -1.191 -0.294 0.19 -1.51 0.89
O 0.892 -2.620 4.267 -0.86 -1.24 -0.09
H 0.751 -2.264 3.393 0.12 0.44 -0.14
H 1.546 -2.112 4.714 0.71 0.83 0.17
O -1.154 3.296 3.008 -0.98 0.52 -0.99
H -0.434 3.671 3.496 0.46 0.18 0.39
H -1.152 2.345 3.198 0.43 -0.26 0.44
O -5.207 1.462 0.399 0.42 -0.37 1.19
H -4.631 0.747 0.032 -0.74 0.71 1.08
H -5.001 1.565 1.402 -0.12 -0.73 -2.71
O -3.354 1.504 2.255 0.71 3.40 1.26
H -3.304 2.291 2.937 -0.03 -2.33 -1.44
H -3.047 2.032 1.470 -0.39 -0.91 0.82
O 0.946 1.247 -3.628 0.80 -1.91 -4.92
H 1.172 0.515 -4.421 -0.15 2.02 3.49
H 0.894 1.953 -4.310 -0.10 0.35 1.07
O 2.021 0.692 3.308 -0.31 0.08 -1.31
H 2.652 1.285 3.732 -0.08 -0.02 -0.17
H 2.100 0.888 2.326 0.46 -0.46 2.10
O -2.123 -1.384 2.375 -1.65 1.97 1.32
H -2.817 -0.684 2.613 1.42 -1.17 0.23
H -2.404 -1.419 1.473 0.24 -0.58 -1.45
O -3.077 -1.469 -0.554 -0.03 1.15 1.65
H -2.745 -2.348 -0.375 0.00 -0.48 -0.65
H -3.345 -1.290 -1.440 0.05 -0.64 -0.96
O -0.044 -2.366 -1.128 0.60 -0.73 -2.57
H 0.928 -2.331 -1.121 -0.52 0.04 0.56
H -0.171 -2.434 -2.143 -0.38 0.45 2.45
O 3.058 1.369 0.949 0.92 -0.66 1.33
H 3.665 1.536 0.235 -0.35 0.51 -0.51
H 2.174 1.533 0.666 -0.63 0.49 -1.22
O 2.585 2.203 -1.604 1.93 -0.31 0.12
H 1.667 2.399 -1.613 -1.30 -0.17 -0.40
H 2.745 1.479 -2.233 -0.64 0.51 0.05
O -1.841 -4.229 0.818 1.03 -0.41 0.69
H -1.419 -4.551 1.654 -0.78 0.53 -0.91
H -1.079 -3.987 0.268 -0.33 0.14 -0.01
O 2.455 -1.224 -4.315 -0.30 1.96 -0.50
H 2.807 -1.659 -3.529 -0.08 -0.99 -0.14
H 1.965 -1.783 -4.906 0.08 -0.90 0.09
O -1.489 1.381 -0.780 -0.92 -0.38 1.37
H -2.094 1.994 -0.280 0.97 -0.46 -1.09
H -1.886 0.519 -0.526 0.76 0.13 -0.34
O 2.008 -3.848 0.134 0.83 -0.52 0.49
H 1.077 -4.097 0.133 0.25 -0.24 0.26
H 2.538 -4.481 0.679 -1.04 0.73 -0.65
O 0.453 5.080 -0.095 -0.04 1.29 0.48
H 1.030 4.495 -0.538 1.37 -0.81 -0.75
H -0.352 4.594 -0.086 -1.29 -0.47 0.34
O -3.356 3.016 -1.307 0.17 2.31 0.60
H -3.628 2.195 -1.683 0.06 -0.56 -0.77
H -2.653 3.460 -1.825 -0.77 -0.94 0.06
O -0.802 -0.738 -3.241 0.21 1.60 -1.15
H -0.988 0.220 -3.427 -0.60 -1.10 0.76
H 0.115 -0.622 -3.537 0.00 -0.97 0.49
```
Forces are in eV/Å.

Results
Maximum force = 5.3 eV/Å
Total charge = 0
Spin multiplicity = 1
Total energy = -43677.742 eV
Gap between HOMO and LUMO = 10.25 eV
LUMO level = -0.48 eV
HOMO = -10.731 eV

Löwdin atomic charge list, values in e, 8 entries: O -0.05; H 0.00; H 0.02; O -0.03; H 0.06; H 0.01; O -0.03; H 0.02